# 1
Computed, not measured: C18H11Cl5InN5OS2 as an isolated structure, with ωB97M-V/def2-TZVPD.

Structure (XYZ):
```
43
Properties=species:S:1:pos:R:3
Cl 0.898 -5.617 3.610
H 4.223 2.856 -1.735
S -1.413 1.822 -0.766
N 1.085 0.023 -2.092
N 3.941 2.065 -2.291
C -1.511 4.432 0.084
H 0.443 3.521 3.202
C -0.120 3.856 2.344
H -2.064 -2.020 0.552
C -1.579 -2.233 -3.225
C 2.844 1.380 -1.775
C -2.586 -2.955 -2.663
Cl 2.397 -2.405 -0.435
Cl 2.479 -5.159 0.969
H -3.229 -3.571 -3.282
C 0.013 -1.821 2.677
O 0.035 1.670 1.760
C 1.456 -2.633 1.009
C 0.337 -0.680 -2.922
C -2.790 -2.899 -1.258
N -0.388 2.871 1.458
C -1.950 -2.099 -0.526
H -0.304 5.895 2.882
Cl -0.788 -3.305 4.826
N -0.954 -1.378 -1.051
C -0.736 -1.429 -2.410
H 3.852 2.255 -3.278
Cl -1.016 -0.599 3.365
C 0.689 -1.571 1.490
C 0.073 -3.048 3.347
H -3.573 -3.462 -0.772
C 1.531 -3.876 1.632
N 2.125 0.734 -2.630
H -2.050 4.620 -0.833
S 2.640 1.489 -0.039
In 0.458 0.166 0.027
C 0.829 -4.084 2.816
C -1.251 5.437 0.980
C -0.537 5.142 2.143
H -1.589 6.446 0.781
H -1.395 -2.260 -4.293
H 0.565 -0.685 -3.983
C -1.089 3.108 0.307
```

Computed properties:
LUMO level (alpha / beta): 2.506 / 2.504 eV
HOMO energy (alpha / beta): -2.5 / -4.6 eV
frontier orbital gap (alpha / beta): 0.1829 / 0.2608 Eh
charge: -1
ΔE to the lowest compared entry with this formula, charge and spin: 9.5 kJ/mol
spin multiplicity: 2

# 2
Computed, not measured: an isolated ion of composition C18H11F3NO2S and charge -1, with ωB97M-V/def2-TZVPD.

Structure (XYZ):
```
36
Properties=species:S:1:pos:R:3
C -2.725 0.265 -0.498
C -2.643 1.730 -0.583
H -0.026 0.803 -1.931
C -3.788 -0.587 -0.136
C 1.268 -1.256 1.268
C -1.287 -1.655 -0.807
N 1.981 -0.772 -2.739
C 1.245 -0.575 0.031
H -0.137 2.317 1.282
C -2.318 -2.512 -0.412
H -2.137 -3.593 -0.379
H -0.343 -2.090 -1.115
F 4.375 1.819 -0.612
H -4.771 -0.147 0.089
S 2.161 2.277 1.220
O 2.196 1.640 -2.659
C 3.887 1.280 0.531
H -0.950 3.109 -0.810
H -3.541 2.346 -0.524
O 2.148 -2.457 -1.111
H 0.466 -1.353 3.279
C -1.468 -0.281 -0.780
C 1.794 -1.308 -1.256
C 0.628 -0.711 2.416
C 0.512 1.445 1.355
C -1.339 2.094 -0.758
F 3.824 -0.060 0.317
F 4.813 1.459 1.501
H -0.137 1.068 3.387
C -3.571 -1.974 -0.078
H -4.372 -2.652 0.222
C 0.602 0.656 0.067
H 1.686 -2.266 1.315
C 0.246 0.590 2.495
C -0.400 0.899 -0.905
C 2.119 0.450 -2.684
```

Computed properties:
LUMO level: 3.034 eV
HOMO energy: -2.5 eV
frontier orbital gap: 0.2047 Eh
charge: -1
ΔE to the lowest compared entry with this formula, charge and spin: 0.0 kJ/mol

# 3
Computed, not measured: C18H11F5N2O2OsS2 as an isolated structure, with ωB97M-V/def2-TZVPD.

Structure (XYZ):
```
41
Properties=species:S:1:pos:R:3
O -4.000 -0.224 1.054
H -2.200 -2.043 -2.229
C 4.422 -0.449 2.849
C -3.142 -1.557 -2.446
C -5.003 -1.144 -3.937
C 1.659 -0.138 2.561
H -0.725 5.648 -1.289
C -5.022 -0.168 -1.726
H -3.300 -2.362 -4.412
H -6.046 -2.409 -5.304
H 0.892 3.780 -0.956
C -1.086 4.658 -1.048
H -6.580 0.085 -3.158
C -5.615 -0.361 -2.957
C 3.617 -0.348 3.977
C -3.780 -0.763 -1.488
C 3.867 -0.400 1.559
F 1.491 -0.095 4.901
S -3.062 -0.523 0.037
S -0.038 0.049 2.389
F 4.632 -0.512 0.499
C -3.767 -1.737 -3.661
C 2.247 -0.195 3.834
F 4.159 -0.398 5.170
C -5.674 -1.384 -5.258
N -0.603 2.397 -0.589
C -1.928 2.172 -0.458
C 2.518 -0.245 1.470
C -2.901 3.125 -0.610
O -1.956 -1.458 0.262
F 1.940 -0.236 0.199
H -5.525 0.398 -0.952
F 5.710 -0.599 2.975
C -2.446 4.404 -0.923
H -4.970 -1.256 -6.080
N -2.000 0.814 -0.133
H -3.948 2.894 -0.478
Os -0.205 0.261 0.081
C -0.175 3.629 -0.866
H -6.516 -0.712 -5.410
H -3.160 5.205 -1.061
```

Computed properties:
LUMO level (alpha / beta): -8.206 / -9.655 eV
HOMO energy (alpha / beta): -15.3 / -15.3 eV
frontier orbital gap (alpha / beta): 0.2594 / 0.2085 Eh
charge: +2
spin multiplicity: 5

# 4
Computed, not measured: one molecule with the formula C18H11N3OS3, with ωB97M-V/def2-TZVPD.

Structure (XYZ):
```
36
Properties=species:S:1:pos:R:3
H -5.544 3.621 -5.897
N -1.796 1.065 -2.036
C -0.600 -1.053 -1.962
H -1.813 0.126 -5.232
H 1.897 0.249 4.322
C -3.110 1.972 -3.817
C -0.371 0.513 -0.176
C 0.469 -0.464 0.455
H -0.302 0.490 -4.391
S 1.871 -2.647 0.802
C 2.638 -1.608 3.409
C 0.792 -1.626 -0.158
H 3.252 0.016 6.331
N 0.205 -1.912 -1.380
H 4.779 -1.875 6.639
C -2.050 1.097 -3.328
S -3.610 2.044 -5.520
C 4.205 -1.821 5.726
H -5.595 4.249 -3.373
C 3.469 -2.712 3.605
C -4.915 3.511 -3.770
N -0.905 0.208 -1.449
H 1.011 0.537 2.398
C 4.268 -2.834 4.745
S -1.233 -1.530 -3.563
C 3.349 -0.729 5.579
C 1.867 -1.466 2.127
C -3.827 2.853 -3.034
H -3.674 2.930 -1.962
C -1.314 0.159 -4.266
C 2.601 -0.607 4.416
O -0.579 1.574 0.421
C 1.092 -0.373 1.759
H 3.502 -3.434 2.807
H 4.885 -3.702 4.882
C -4.913 3.177 -5.109
```

Computed properties:
LUMO level: -0.731 eV
HOMO energy: -7.9 eV
SMILES: O=c1c2cc(-c3ccccc3)sc2nc2n1N=C(c1cccs1)CS2
frontier orbital gap: 0.2632 Eh
charge: 0

# 5
Computed, not measured: a 2-piece molecular cluster, C18H12Br2F3N2 overall, with ωB97M-V/def2-TZVPD.

Structure (XYZ):
```
37
Properties=species:S:1:pos:R:3
C -2.819 0.429 -2.825
C 0.141 -3.665 1.963
C 0.893 2.335 1.200
C -2.507 -0.614 -3.705
C 2.495 2.140 -1.031
H 3.982 4.736 0.422
H -0.317 -3.166 -0.060
C -1.678 -0.655 -0.955
F -1.507 -2.751 -3.983
F 0.608 -4.908 1.601
C -1.810 -1.689 -3.157
H 0.238 2.389 2.068
H 1.124 0.574 -1.579
Br 3.557 2.029 -2.634
F -3.546 1.491 -3.316
C -0.846 -1.197 2.706
H -1.258 -0.227 2.989
H -1.271 0.482 0.779
H -0.878 -2.628 -1.484
H -0.411 -1.794 4.722
C 1.387 1.319 -0.832
H 4.362 3.969 -1.092
C -2.445 0.434 -1.497
C -1.218 -0.532 0.378
N 0.613 1.417 0.259
H -2.715 1.260 -0.840
C 0.156 -3.325 3.312
C -0.373 -2.072 3.669
C -1.414 -1.755 -1.829
H -2.811 -0.597 -4.747
C 1.969 3.210 1.090
C -0.812 -1.526 1.310
H 0.548 -4.017 4.054
C -0.337 -2.828 0.966
C 2.799 3.137 -0.065
Br 2.299 4.586 2.398
N 3.800 4.007 -0.254
```

Computed properties:
LUMO level: -6.089 eV
HOMO energy: -11.6 eV
frontier orbital gap: 0.2010 Eh
charge: +1

# 6
Computed, not measured: one molecule with the formula C18H12BrN7O3, with ωB97M-V/def2-TZVPD.

Structure (XYZ):
```
41
Properties=species:S:1:pos:R:3
C -2.974 2.111 2.183
H -0.152 2.498 0.262
C -1.829 3.680 0.066
N 1.193 -0.976 -0.562
C -5.348 3.112 3.517
H -1.274 4.229 -0.683
H -3.059 0.670 3.830
N 0.256 -0.711 3.282
C -3.533 1.503 3.333
N 0.377 0.017 -0.177
O 0.602 -3.617 -2.367
O 6.654 -3.796 -3.446
C 3.883 -1.821 -2.516
H -5.451 4.464 1.863
Br 2.076 -5.982 -3.309
C 1.489 -0.934 -1.910
O 6.655 -1.644 -2.643
H -6.260 3.546 3.932
C -2.987 4.150 0.747
C 2.485 -2.049 -2.308
N 0.647 -0.981 2.006
C -3.586 3.356 1.748
N 6.112 -2.762 -2.981
H 4.824 -5.013 -3.120
H -3.416 5.153 0.520
N -0.684 0.218 3.275
N -0.870 0.621 1.990
C 4.193 -4.124 -2.928
H 4.335 -0.893 -2.624
C -4.860 3.639 2.251
C 4.751 -2.829 -2.822
C 2.814 -4.341 -2.782
H -4.907 1.733 5.011
H 0.633 -0.713 -2.575
C 1.972 -3.331 -2.414
H 0.502 -4.388 -2.916
C -1.720 1.655 1.568
H 2.117 -0.073 -2.058
C 0.124 -0.009 1.230
C -4.563 2.070 4.056
C -1.219 2.561 0.473
```

Computed properties:
LUMO level: -1.449 eV
HOMO energy: -8.2 eV
SMILES: O=[N+]([O-])c1cc(Br)c(O)c(C/N=N/c2nnnn2-c2cccc3ccccc23)c1
frontier orbital gap: 0.2471 Eh
charge: 0
ΔE to the lowest compared entry with this formula, charge and spin: 291.9 kJ/mol